(1)
Formula: C16H22N2O3S
Source: the OMol25 dataset
Level of theory: ωB97M-V/def2-TZVPD

Results
**SMILES**: Cc1ccc(S(=O)(=O)N2CCC(C(=O)NC3CC3)CC2)cc1
**2S+1**: 1
**Gap between HOMO and LUMO**: 9.697 eV
**HOMO level**: -9.023 eV

Geometry (Å):
H -6.992 -2.345 0.056
N -0.761 0.945 0.529
H 6.405 0.893 0.628
H 0.407 2.054 1.822
H 1.149 -1.866 0.796
C -3.902 0.985 0.279
H 5.681 -1.968 -0.305
C 1.613 1.477 0.111
H 7.355 -1.341 0.013
H 2.377 2.233 0.303
C 5.768 0.209 0.081
S -1.484 1.011 -0.991
O 3.406 -1.274 -0.730
C -3.079 0.308 -0.602
H -5.789 0.972 1.281
H 2.151 0.199 1.766
H 4.229 1.095 1.159
H -1.241 -1.047 0.657
O -1.640 2.401 -1.310
C 2.018 0.111 0.679
C 0.290 1.916 0.741
C 3.337 -0.362 0.062
C -5.556 -0.754 0.037
C 0.902 -0.889 0.379
H -5.026 -2.349 -1.290
C -6.903 -1.311 0.377
H -7.680 -0.731 -0.120
H -3.561 1.919 0.695
C -3.473 -0.886 -1.171
C -4.712 -1.415 -0.849
H -2.804 -1.380 -1.858
C 6.346 -1.121 -0.299
H -7.083 -1.256 1.449
H 5.304 -0.240 -2.035
C 6.118 -0.073 -1.350
H 0.805 -0.992 -0.702
H 6.967 0.439 -1.776
C -5.137 0.452 0.595
H -0.373 -0.382 2.057
C -0.420 -0.394 0.961
O -0.829 0.171 -1.957
N 4.403 0.346 0.509
H 1.474 1.389 -0.968
H -0.059 2.849 0.296

Atomic partial charges in e from the Löwdin method, atoms 1 to 8: 0.076, -0.236, 0.139, 0.132, 0.127, -0.048, 0.094, -0.122


(2)
Formula: C16H22N2O4S
Source: the OMol25 dataset
Level of theory: ωB97M-V/def2-TZVPD

Results
**SMILES**: COc1ccc(C(=O)NC(=S)N2C[C@@H](C)O[C@@H](C)C2)cc1OC
**2S+1**: 1
**Gap between HOMO and LUMO**: 8.822 eV
**HOMO level**: -8.265 eV

Geometry (Å):
H 0.428 -2.299 1.450
O -2.771 3.187 -2.569
H -5.348 3.261 -2.968
C 1.655 -0.571 1.137
O 4.920 -2.902 2.202
H 0.433 3.129 -3.431
O 0.558 1.531 1.040
H 4.549 -4.890 1.716
C 2.945 -0.060 1.228
H 4.996 -0.519 1.641
C -5.061 3.069 -1.938
H 0.314 -4.067 2.846
C 4.920 -4.273 2.537
H 0.531 -4.559 1.139
H 4.331 -4.471 3.434
H -0.954 3.741 -4.348
C 3.985 -0.890 1.579
H -0.413 -1.258 -0.024
H -3.780 1.396 -2.431
N -1.927 1.514 -0.477
C 0.561 0.353 0.759
C 0.968 -4.590 2.142
H -0.004 1.823 -1.247
C 3.785 -2.238 1.879
H -3.188 3.057 0.068
C -1.744 0.234 -0.146
C -0.562 3.556 -3.353
C -1.488 2.605 -2.608
H -0.835 3.271 -0.645
H 5.966 -4.514 2.729
C 2.471 -2.752 1.828
H -0.507 4.503 -2.822
H 3.115 0.983 1.012
H 1.071 -5.628 2.454
S -2.969 -0.850 0.103
O 2.275 -4.068 2.158
C -3.713 2.366 -1.907
H -1.548 1.639 -3.143
H -4.992 4.020 -1.416
C 1.435 -1.911 1.449
N -0.446 -0.247 0.019
H -3.937 1.434 0.042
C -0.964 2.328 -1.184
H -5.815 2.449 -1.464
C -3.246 2.105 -0.468

Atomic partial charges in e from the Löwdin method, atoms 1 to 8: 0.105, -0.076, 0.083, -0.140, -0.058, 0.083, 0.094, 0.096


- The highest gap between HOMO and LUMO belongs to which entry?
  C16H22N2O3S